Entry 1:
A cluster of 3 separate species, C38H77Br2FN4O3S in total in a non-equilibrium geometry. Source: OMol25; level of theory: ωB97M-V with the def2-TZVPD basis set.

Output
**Kohn-Sham gap**: 9.656 eV
**M**: 848.9 Da
**LUMO level**: 0.42 eV
**SMILES**: [H]/N=C(/N)NCCCC[C@@](CCCCCCCCCC)(OCC)[C@@](COC)(O[C@H](F)N=C=S)[C@@H](Br)[C@H](C)Br.CCCCCC.CCCCCC
**Total charge**: 0

Last column: Löwdin charge in e.
Element x y z (Å)
H: 7.5581 5.7966 -0.8242  0.05
N: 8.4496 5.3956 -1.1073  0.16
C: 8.7992 4.5487 -0.2404  -0.54
N: 10.0248 3.8178 -0.3450  0.08
N: 7.9854 4.2503 0.9084  -0.01
C: 7.5257 2.8443 0.8739  -0.22
C: 6.5156 2.6036 -0.2569  -0.17
C: 5.1728 2.0972 0.3007  -0.18
C: 4.1091 2.2000 -0.7816  -0.12
C: 2.6265 1.9378 -0.3422  -0.32
C: 1.9726 1.1161 -1.4442  -0.11
C: 2.1926 1.6206 -2.8804  -0.19
C: 2.5772 0.4537 -3.8045  -0.18
C: 1.4857 -0.6098 -3.9226  -0.20
C: 0.6336 -0.4534 -5.1789  -0.20
C: -0.1221 0.8651 -5.3315  -0.19
C: -0.9884 1.3186 -4.1580  -0.21
C: -2.4516 0.8580 -4.2196  -0.19
C: -2.9441 0.0904 -3.0006  -0.25
C: -2.0259 -1.0311 -2.5184  -0.09
O: 2.7278 1.2493 0.9164  -0.10
C: 2.1101 -0.0061 1.0972  -0.25
C: 3.0451 -1.1730 0.7568  -0.05
C: 1.9147 3.2994 0.0328  -0.31
C: 0.8615 3.0542 1.1170  -0.18
O: -0.0091 2.0003 0.7768  -0.21
C: -1.0759 1.8937 1.7129  -0.08
O: 2.9959 4.1037 0.5484  -0.04
C: 2.8232 4.8436 1.6678  -0.42
F: 1.8479 5.7896 1.4951  0.06
N: 4.1208 5.4842 1.9381  0.14
C: 4.3917 6.5874 1.4534  -0.76
S: 4.7864 7.9583 0.8417  0.77
C: 1.2754 4.1557 -1.0919  -0.55
Br: 2.6157 4.9107 -2.3189  0.87
C: 0.0082 3.6142 -1.7998  -0.66
C: -0.1883 4.0703 -3.2315  -0.23
Br: -1.5726 4.3387 -0.8414  0.79
H: 10.0192 3.2804 -1.1985  0.08
H: 10.7947 4.4696 -0.3841  0.07
H: 8.5984 4.3314 1.7141  0.11
H: 8.3766 2.1654 0.7957  0.10
H: 7.0564 2.6437 1.8310  0.11
H: 6.9387 1.8566 -0.9235  0.11
H: 6.3644 3.5371 -0.7882  0.10
H: 4.9361 2.7229 1.1510  0.10
H: 5.3209 1.0658 0.5944  0.11
H: 4.2042 3.1383 -1.3088  0.05
H: 4.3421 1.4136 -1.5013  0.12
H: 2.4141 0.1252 -1.4066  0.11
H: 0.9240 0.9549 -1.2140  0.10
H: 1.2697 2.0110 -3.2939  0.06
H: 2.9875 2.3517 -2.9495  0.06
H: 2.7424 0.8526 -4.8049  0.11
H: 3.5132 0.0163 -3.4676  0.11
H: 0.8432 -0.6510 -3.0491  0.08
H: 1.9570 -1.5887 -3.9857  0.11
H: 1.2662 -0.6243 -6.0465  0.11
H: -0.0971 -1.2634 -5.1865  0.10
H: -0.7949 0.7440 -6.1791  0.11
H: 0.5613 1.6567 -5.6305  0.11
H: -0.9946 2.4069 -4.1880  0.05
H: -0.5530 1.0684 -3.1956  0.08
H: -3.0725 1.7490 -4.2794  0.11
H: -2.6531 0.2956 -5.1276  0.11
H: -3.8966 -0.3644 -3.2722  0.10
H: -3.1487 0.7729 -2.1839  0.10
H: -2.5744 -1.6593 -1.8234  0.07
H: -1.1940 -0.6087 -1.9599  0.05
H: -1.6332 -1.6139 -3.3434  0.07
H: 1.1422 -0.1087 0.6202  0.10
H: 1.9075 -0.0767 2.1648  0.12
H: 3.7522 -0.8624 -0.0043  0.07
H: 3.6317 -1.4380 1.6296  0.07
H: 2.4884 -2.0448 0.4308  0.08
H: 0.2854 3.9655 1.2831  0.10
H: 1.3314 2.8114 2.0677  0.13
H: -2.0087 1.8427 1.1600  0.06
H: -0.9728 0.9468 2.2393  0.09
H: -1.0983 2.7287 2.4035  0.10
H: 2.5751 4.2769 2.5579  0.16
H: 0.9522 5.0560 -0.5896  0.05
H: -0.1036 2.5464 -1.7076  0.05
H: -1.1757 3.7356 -3.5414  0.05
H: 0.5296 3.6123 -3.9006  0.06
H: -0.1935 5.1487 -3.3014  0.07
C: -5.9744 -2.8165 4.3255  -0.11
C: -6.5468 -1.9754 3.1887  -0.26
C: -5.6379 -1.9379 1.9613  -0.22
C: -4.2596 -1.3217 2.1975  -0.23
C: -4.2716 0.1118 2.7241  -0.26
C: -4.9309 1.1099 1.7746  -0.11
H: -5.0325 -2.4082 4.6953  0.07
H: -6.6678 -2.8579 5.1664  0.07
H: -5.7950 -3.8385 3.9887  0.05
H: -6.7515 -0.9626 3.5462  0.10
H: -7.5117 -2.3926 2.8896  0.10
H: -6.1473 -1.3996 1.1567  0.10
H: -5.4985 -2.9608 1.5944  0.10
H: -3.7077 -1.3476 1.2579  0.10
H: -3.6926 -1.9487 2.8926  0.10
H: -3.2378 0.4195 2.8982  0.08
H: -4.7672 0.1500 3.6979  0.10
H: -4.4306 1.1158 0.8032  0.06
H: -4.8802 2.1214 2.1805  0.07
H: -5.9835 0.8760 1.6106  0.07
C: -4.2404 -10.0662 2.2485  -0.11
C: -3.8167 -9.0275 3.2833  -0.27
C: -4.8631 -7.9397 3.5177  -0.23
C: -5.1898 -7.0862 2.2916  -0.23
C: -3.9923 -6.3717 1.6676  -0.26
C: -3.3225 -5.3774 2.6115  -0.10
H: -4.3901 -9.6185 1.2649  0.06
H: -3.4787 -10.8397 2.1429  0.07
H: -5.1724 -10.5519 2.5443  0.07
H: -2.8660 -8.5787 2.9830  0.10
H: -3.6269 -9.5336 4.2332  0.10
H: -4.5254 -7.2936 4.3329  0.10
H: -5.7879 -8.4069 3.8703  0.11
H: -5.9373 -6.3394 2.5792  0.10
H: -5.6673 -7.7078 1.5291  0.10
H: -4.3361 -5.8370 0.7777  0.10
H: -3.2551 -7.0998 1.3187  0.10
H: -4.0313 -4.6189 2.9449  0.04
H: -2.5000 -4.8647 2.1093  0.07
H: -2.9116 -5.8684 3.4949  0.07

Force components x, y, z for each atom (eV/Å):
H -0.0718 0.0470 0.0316
N 0.1963 -0.1232 -0.0114
C -0.4601 0.2951 0.0585
N -0.0687 -0.1351 0.3840
N 0.1854 -0.1020 -0.1459
C 0.0286 0.1128 -0.0988
C 0.0483 -0.2880 0.7978
C 0.5151 0.6851 -0.7412
C -0.2926 -0.7602 0.2207
C 0.9618 0.4844 0.1467
C -0.2176 0.0160 -0.0143
C 0.0265 -0.9605 -0.3169
C -0.4087 0.2783 0.1025
C 0.2384 -0.2013 -0.3933
C -0.3722 -0.1734 0.3556
C 0.0081 -0.2696 -0.1600
C -0.2935 0.2866 -0.4769
C 0.0447 0.2335 0.4264
C -0.1106 -0.6445 -0.3466
C -0.1802 0.6170 0.2973
O -0.2698 -0.0500 -0.2866
C 0.2462 -0.6465 0.4896
C -0.0182 0.4230 0.1460
C 0.1663 -0.5980 -0.4475
C -0.2924 0.0684 0.3709
O -0.1023 0.4017 -0.2147
C 0.0658 -0.6275 -0.5612
O -0.3571 -0.0574 -0.0394
C 1.4843 0.2367 0.6423
F -0.3214 0.3682 -0.0645
N -0.4069 1.7213 -0.9480
C -0.3692 -1.8958 0.5910
S 0.1013 0.0584 0.0785
C -0.2632 0.0269 0.1236
Br -0.1340 0.1707 -0.0358
C 0.1175 0.5533 -0.1016
C -0.5748 0.2793 0.2615
Br 0.0001 -0.1520 0.0751
H 0.1445 -0.0168 -0.2063
H 0.1225 0.0500 -0.1988
H -0.0112 0.0292 0.0972
H 0.1264 -0.0959 -0.0691
H -0.0963 0.0378 0.2015
H -0.0768 0.0506 -0.4369
H -0.0044 0.1173 -0.2348
H -0.2078 -0.1041 0.3044
H -0.2172 -0.1817 0.4139
H -0.0022 0.1540 0.0181
H 0.0672 -0.0372 -0.2125
H 0.1897 -0.1432 0.1840
H -0.2220 0.0314 -0.1092
H 0.2068 0.3319 0.1382
H -0.1922 0.2086 0.0587
H 0.2605 0.0651 -0.1233
H 0.1860 -0.0709 0.0935
H -0.0395 0.0982 0.2661
H 0.0176 -0.1962 0.0430
H 0.0900 0.0988 -0.2242
H -0.1057 -0.1498 -0.0123
H -0.0124 0.0924 -0.2539
H 0.2590 0.1630 0.1154
H -0.0884 -1.0720 -0.2752
H 0.1202 -0.2391 0.1180
H -0.2055 0.1261 -0.2232
H 0.1150 -0.2369 -0.1301
H -0.2255 0.0749 0.0679
H 0.0092 0.2048 0.2650
H 0.0210 -0.3081 0.0043
H 0.2591 -0.0778 0.0208
H 0.0225 -0.2429 -0.1145
H -0.0251 0.2166 -0.3335
H -0.1399 0.1961 0.1701
H 0.0422 -0.1194 -0.3027
H 0.1376 -0.1315 0.1249
H -0.0297 -0.1733 -0.1185
H -0.0696 0.1500 -0.1104
H 0.3372 -0.1132 0.0098
H -0.1945 0.1843 -0.0615
H 0.1044 -0.0145 0.3464
H -0.0381 0.1207 0.1624
H -0.2144 -0.1140 0.0609
H 0.1121 0.2285 0.0851
H 0.0020 -0.0813 0.1191
H 0.0241 0.5793 0.2127
H 0.2475 0.3390 -0.0772
H 0.3333 0.2805 -0.0496
C -0.1299 0.1073 0.0229
C 0.0456 -0.1048 0.0092
C -0.0582 0.0424 -0.0640
C -0.0105 -0.0425 0.1466
C -0.0212 0.0390 -0.0947
C 0.0341 -0.0125 0.1211
H 0.0148 -0.0318 0.0003
H 0.0168 -0.0211 0.0145
H 0.0205 -0.0300 0.0414
H 0.0145 0.0197 -0.0330
H -0.0169 0.0245 0.0098
H 0.0209 0.0025 0.0017
H -0.0170 -0.0017 0.0083
H 0.1025 0.0149 -0.1533
H -0.0180 -0.0013 -0.0128
H 0.0052 0.0114 0.0571
H -0.0005 -0.0070 0.0088
H -0.0271 -0.0278 -0.0259
H -0.0049 0.0122 -0.0265
H -0.0025 -0.0057 -0.0233
C 0.1003 0.0411 0.0251
C -0.0782 -0.0827 -0.0078
C 0.0228 0.0454 0.0357
C -0.0192 -0.0381 -0.0414
C -0.0480 0.1032 0.0554
C 0.1172 -0.0521 -0.1296
H -0.0179 -0.0034 -0.0057
H -0.0202 -0.0213 -0.0117
H -0.0217 0.0103 -0.0194
H -0.0004 0.0218 0.0128
H 0.0315 0.0133 0.0068
H -0.0078 0.0108 -0.0074
H 0.0026 -0.0180 0.0033
H 0.0054 0.0170 -0.0088
H -0.0060 -0.0106 0.0139
H 0.0212 -0.0183 -0.0183
H -0.0202 -0.0218 -0.0066
H -0.0073 0.0075 0.0330
H 0.0005 0.0194 0.0305
H -0.0118 0.0014 0.0131

Entry 2:
A structure of composition C38H47ClN4O5Sn in a non-equilibrium geometry. Source: OMol25; level of theory: ωB97M-V with the def2-TZVPD basis set.

Output
**Kohn-Sham gap**: 5.328 eV
**M**: 794.0 Da
**LUMO level**: 3.91 eV
**Total charge**: -2

Last column: Löwdin charge in e.
Element x y z (Å)
Sn: -0.6831 0.6678 -0.7696  1.10
C: -3.5744 3.7151 1.5312  -0.03
C: -2.8339 2.9374 0.4139  -0.28
N: -2.2988 1.7895 0.6477  -0.06
N: -2.3115 1.2887 1.9280  0.07
C: -1.6615 0.0824 1.9624  -0.43
O: -1.1852 -0.5550 0.9679  -0.26
C: -1.6269 -0.6083 3.2887  -0.13
C: -1.0004 -1.8447 3.3430  -0.01
C: -1.0574 -2.5854 4.5364  -0.03
C: -1.6499 -2.0026 5.6754  -0.08
C: -2.0563 -0.6700 5.6514  -0.10
C: -2.1099 0.0430 4.4702  -0.02
C: -2.7145 3.5044 -0.9215  -0.28
C: -2.3679 4.8573 -1.0006  -0.06
C: -2.2077 5.4875 -2.1804  -0.10
C: -2.4928 4.7523 -3.3403  -0.09
C: -2.8955 3.4354 -3.1758  -0.16
N: -2.9170 2.7763 -2.0133  0.11
H: -3.8159 4.7101 1.1414  0.05
H: -4.5339 3.2221 1.7155  0.07
H: -2.9369 3.7169 2.4488  0.09
H: -0.5575 -2.2420 2.4550  0.08
H: -0.7133 -3.5885 4.5455  0.09
H: -1.5475 -2.5909 6.5319  0.08
H: -2.4301 -0.2153 6.5243  0.08
H: -2.5492 1.0115 4.3700  0.09
H: -1.9517 5.3335 -0.0530  0.15
H: -1.6752 6.4546 -2.2254  0.12
H: -2.2795 5.1793 -4.3139  0.10
H: -3.0791 2.8105 -4.0949  0.12
C: -0.5767 -4.5454 1.0578  -0.03
C: -0.3479 -3.8598 -0.3062  -0.13
C: -1.5469 -3.3749 -0.9714  -0.18
C: -2.8561 -3.2977 -0.1757  -0.04
C: -1.4305 -3.0134 -2.2822  -0.22
C: -2.6163 -2.6487 -3.1786  -0.06
C: -0.1520 -2.7944 -2.8437  -0.20
C: -0.0668 -1.9782 -4.1614  -0.06
C: 1.0125 -3.0671 -2.1640  -0.22
C: 2.3605 -2.7911 -2.6849  -0.05
C: 0.9111 -3.7396 -0.9028  -0.16
C: 2.0855 -4.1778 -0.0573  -0.04
H: -1.6094 -4.8246 1.2822  0.07
H: -0.2764 -3.9553 1.8961  0.05
H: 0.0285 -5.4059 0.9852  0.05
H: -2.5984 -2.8364 0.7500  0.05
H: -3.2062 -4.3566 0.0145  0.10
H: -3.5856 -2.6613 -0.5831  0.05
H: -2.4281 -2.9773 -4.2661  0.08
H: -2.8451 -1.5718 -3.3132  0.08
H: -3.4982 -3.1696 -2.8454  0.05
H: 0.9918 -1.8746 -4.4821  0.06
H: -0.4318 -0.9756 -3.9873  0.05
H: -0.5656 -2.4079 -5.0649  0.07
H: 2.4722 -3.1162 -3.6856  0.06
H: 3.1029 -3.2921 -2.0232  0.08
H: 2.4789 -1.7155 -2.6138  0.09
H: 2.8455 -4.7047 -0.6487  0.07
H: 1.8066 -4.8852 0.7467  0.06
H: 2.5607 -3.2674 0.3699  0.10
O: 3.5886 -5.4187 3.8287  -0.41
Cl: 2.4312 -6.3264 4.1601  0.64
O: 1.5091 -5.7054 5.0605  -0.39
O: 2.8658 -7.5831 4.7185  -0.39
O: 1.7043 -6.5595 2.9244  -0.41
C: 2.4744 0.0692 1.9293  -0.07
C: 2.6743 1.6082 2.0268  -0.38
C: 1.5262 2.2649 2.8369  -0.08
C: 2.8826 2.2329 0.6682  -0.17
C: 4.1450 2.4219 0.1888  -0.11
C: 4.4659 2.8674 -1.1122  -0.13
C: 3.3284 3.2474 -1.8568  -0.12
C: 2.0228 3.1024 -1.4436  -0.16
C: 0.8792 3.6035 -2.3995  -0.42
C: 0.9144 2.7745 -3.6828  -0.09
C: 1.1402 5.0035 -2.7811  -0.12
C: 1.7054 2.3990 -0.2352  -0.36
N: 0.4872 1.9841 0.0376  -0.21
H: 2.5207 -0.3971 2.9222  0.07
H: 3.3327 -0.3127 1.3412  0.07
H: 1.5654 -0.1931 1.3449  0.05
H: 3.6147 1.6981 2.5937  0.11
H: 0.6260 2.1935 2.2075  0.04
H: 1.7346 3.3486 3.0611  0.08
H: 1.3802 1.8145 3.7826  0.04
H: 4.9025 2.0599 0.8941  0.10
H: 5.4834 3.1547 -1.4176  0.07
H: 3.5506 3.7571 -2.8055  0.09
H: -0.1245 3.5764 -1.9961  0.08
H: 1.8090 3.0419 -4.2968  0.08
H: -0.0050 2.9096 -4.2964  0.07
H: 1.0997 1.6730 -3.4015  0.08
H: 2.1283 5.1207 -3.1448  0.04
H: 0.8722 5.7383 -1.9509  0.10
H: 0.4601 5.2443 -3.6267  0.07

Force components x, y, z for each atom (eV/Å):
Sn -0.3291 -0.1829 -0.9500
C 0.8686 -0.3168 -0.8116
C -0.3001 -1.0657 1.9441
N 0.1372 0.0992 -0.0187
N 0.7340 -1.3599 -0.5179
C -1.2997 1.0984 0.0358
O -0.0787 0.5322 0.5815
C 0.2545 1.3393 0.6212
C -0.8166 -0.1943 1.1630
C -0.9771 1.6496 -0.2458
C 1.5610 0.1724 -2.1504
C -0.3141 -0.4554 -0.6508
C 0.6213 -1.8122 -1.4278
C -0.1712 0.6701 -0.4905
C 1.1479 0.4516 2.8480
C 0.8490 0.4271 -1.5268
C -0.0046 0.3076 0.4310
C 0.6346 -0.8165 -1.4604
N -0.7974 0.2665 -0.0208
H 0.2105 -0.0372 0.4104
H 0.2330 -0.1330 0.2546
H -0.7000 0.1228 -0.6853
H 0.1296 -0.0022 -0.2669
H 0.4971 -0.7278 0.1955
H -0.4022 -0.5152 1.5813
H -0.3384 0.4496 1.0958
H -0.0432 0.4517 0.1041
H -0.9397 -0.5267 -1.2766
H -0.6679 -0.4829 -0.0560
H -0.3315 -0.1586 -0.0305
H 0.1457 0.6242 1.0587
C -0.2182 0.6905 -1.3187
C -2.0743 0.5898 -0.0599
C 0.8123 -0.8000 0.9608
C 1.5947 -2.1264 -0.1902
C -0.0957 1.3628 -1.4055
C 0.4839 -0.2810 -1.4660
C -0.1014 0.9100 -1.2491
C 0.9941 -1.0584 -0.3250
C -0.8030 -1.8112 1.4951
C 0.6871 0.1792 1.4320
C -1.1873 0.2123 0.6196
C 0.4845 0.0520 -0.1409
H 0.1844 -0.0302 -0.4629
H 0.6183 0.2155 0.4282
H 0.4708 -1.2341 0.6655
H 0.1234 0.1148 0.9795
H -0.1300 1.2797 -0.1389
H -1.0461 0.4934 -0.9974
H -0.2034 0.1628 1.6522
H 0.2470 -0.3622 0.5901
H -0.4819 -0.0338 0.1198
H -0.6157 0.0210 0.3172
H -0.3071 0.3167 -0.0150
H 0.0466 0.1780 0.8880
H 0.3343 -0.2628 -1.0820
H -0.3370 0.5695 -0.7675
H 0.5902 0.3046 -0.2149
H -0.0526 0.1678 0.0670
H 0.2077 0.7041 -0.3380
H -0.1313 -0.6729 0.0157
O -1.7410 -1.6991 1.1300
Cl 0.8266 1.2462 -1.9865
O 0.0211 0.6837 0.9545
O 0.5263 0.0830 0.0196
O 0.3068 -0.3261 -0.1530
C 0.3329 0.2462 -0.9118
C -0.2288 -0.4247 0.7237
C 0.5190 1.3111 -1.2848
C -2.2470 -0.3774 -0.9139
C 1.1659 -0.4607 0.0297
C -1.1417 0.5381 0.5762
C 1.5276 0.6015 -0.3633
C -1.1961 0.1052 -0.3279
C 1.5592 -1.2684 0.2432
C 0.5496 -1.7426 -0.1190
C -1.9963 2.2146 0.1719
C 1.6988 0.4216 0.1303
N -0.2529 0.0130 0.7525
H -0.3518 0.0130 -0.2465
H -0.3382 -0.0322 0.2981
H 0.3939 0.1195 0.7210
H -0.0958 0.3045 -0.0850
H 0.1484 0.1218 0.4597
H -0.0962 -0.8074 -0.4446
H -0.1735 -0.8450 1.0075
H 0.2821 0.4554 -0.3149
H -0.5718 -0.4478 0.0842
H -0.2575 -0.2550 0.1865
H 0.0487 -0.5368 0.6336
H -0.6331 -0.0218 0.3326
H 0.5246 -0.2525 0.2994
H -0.6997 1.4569 -0.6254
H 1.0198 0.4704 -0.1201
H 0.7088 -0.8130 -0.9093
H 0.2542 0.1780 0.2550